# 1
{"formula": "C9H14", "method": "the ωB97M-V functional and the def2-TZVPD basis", "orbital_gap_ev": 10.05, "multiplicity": 1, "max_force_ev_per_a": 3.08, "smiles": "Cc1ccccc1.CC", "de_lowest_kj_mol": 80.64, "total_energy_ev": -9559.3456, "elements": ["C", "C", "C", "C", "C", "C", "C", "C", "C", "H", "H", "H", "H", "H", "H", "H", "H", "H", "H", "H", "H", "H", "H"], "coordinates": [[2.389, 0.534, 0.899], [-0.144, 1.176, -0.134], [1.575, 1.438, 1.550], [-1.493, 1.592, -0.596], [0.709, 0.303, -0.833], [0.291, 1.669, 1.101], [-1.908, -2.765, 0.194], [-1.853, -2.719, -1.302], [1.977, 0.037, -0.334], [-0.965, -3.145, 0.598], [0.448, -0.065, -1.816], [-2.032, -1.759, 0.587], [-0.947, -2.188, -1.679], [-2.667, -3.482, 0.507], [-2.445, -1.939, -1.806], [1.969, 1.967, 2.413], [2.564, -0.843, -0.589], [-0.305, 2.345, 1.704], [-1.372, 2.607, -0.992], [-1.930, -3.650, -1.842], [3.348, 0.245, 1.308], [-1.923, 0.978, -1.395], [-2.287, 1.578, 0.148]], "mulliken_charge": [-0.345, 0.695, -0.446, -1.477, -0.164, -0.408, -0.681, -0.811, -0.661, 0.233, 0.417, 0.191, 0.163, 0.296, 0.274, 0.344, 0.284, 0.351, 0.364, 0.343, 0.368, 0.314, 0.354]}

# 2
{"formula": "C4H4FNO2", "method": "the ωB97M-V functional and the def2-TZVPD basis", "orbital_gap_ev": 10.27, "multiplicity": 1, "max_force_ev_per_a": 3.90, "smiles": "O=C[C@]1(F)CNC1=O", "de_lowest_kj_mol": 66.83, "total_energy_ev": -12513.7874, "elements": ["F", "O", "O", "N", "C", "C", "C", "C", "H", "H", "H", "H"], "coordinates": [[0.701, 1.901, -0.617], [1.357, -1.550, -0.486], [-1.683, -0.173, -1.780], [-1.391, -0.227, 0.561], [0.373, 0.606, -0.331], [-0.142, 0.195, 1.111], [-1.068, -0.008, -0.789], [1.447, -0.342, -0.800], [-2.045, -0.954, 1.008], [-0.177, 1.016, 1.872], [2.297, 0.145, -1.401], [0.330, -0.609, 1.653]], "mulliken_charge": [-0.311, -0.495, -0.522, -0.190, 1.144, -0.773, 0.091, -0.102, 0.282, 0.258, 0.333, 0.285]}

# 3
{"formula": "C7H9BrNO", "method": "the ωB97M-V functional and the def2-TZVPD basis", "total_charge": 1, "orbital_gap_ev": 9.31, "multiplicity": 1, "max_force_ev_per_a": 4.55, "smiles": "CO[n+]1c(C)cccc1Br", "de_lowest_kj_mol": 0.00, "total_energy_ev": -80975.4534, "elements": ["Br", "O", "N", "C", "C", "C", "C", "C", "C", "C", "H", "H", "H", "H", "H", "H", "H", "H", "H"], "coordinates": [[3.198, 0.346, 0.209], [0.472, 1.477, -0.651], [0.342, 0.189, -0.222], [-2.011, 0.554, -0.242], [0.782, 2.480, 0.237], [1.546, -0.551, 0.015], [0.116, -2.508, -0.004], [1.389, -1.960, 0.148], [-0.875, -0.360, -0.118], [-1.008, -1.758, -0.060], [-2.787, -0.052, 0.195], [2.110, -2.656, 0.306], [-2.024, -2.321, -0.022], [-1.866, 1.587, 0.249], [0.055, 2.697, 1.011], [-2.201, 0.781, -1.229], [0.078, -3.556, -0.130], [0.943, 3.314, -0.434], [1.740, 2.297, 0.741]], "mulliken_charge": [-0.036, -0.279, 0.343, -1.180, -0.609, 0.064, -0.285, -0.494, 1.043, -0.643, 0.397, 0.502, 0.278, 0.296, 0.296, 0.305, 0.446, 0.298, 0.257]}

# 4
{"formula": "C3H6N2O", "method": "the ωB97M-V functional and the def2-TZVPD basis", "orbital_gap_ev": [8.63, 8.63], "multiplicity": 1, "max_force_ev_per_a": 3.09, "de_lowest_kj_mol": 388.12, "total_energy_ev": -8232.6761, "elements": ["O", "N", "N", "C", "C", "C", "H", "H", "H", "H", "H", "H"], "coordinates": [[3.877, -0.237, -0.300], [0.113, -0.970, 0.358], [1.095, -0.194, 0.678], [-1.154, -0.583, -0.028], [-1.458, 0.886, -0.097], [2.963, -0.399, -0.959], [-0.887, 1.355, -0.843], [0.483, -1.921, 0.255], [-2.473, 1.115, -0.466], [0.714, 0.762, 0.762], [-1.390, 1.596, 0.914], [-1.883, -1.409, -0.274]], "mulliken_charge": [-0.177, 0.282, -0.847, 0.035, -1.231, 0.139, 0.371, 0.275, 0.291, 0.224, 0.262, 0.376]}

# 5
{"formula": "C17H46FNO4SSi", "method": "the ωB97M-V functional and the def2-TZVPD basis", "orbital_gap_ev": 10.07, "multiplicity": 1, "max_force_ev_per_a": 0.46, "smiles": "CC[C@H](F)[Si@H](S)CCN.CC(C)O.CC(C)O.CC(C)O.CC(C)O", "total_energy_ev": -49486.1983, "elements": ["S", "Si", "F", "O", "O", "O", "O", "N", "C", "C", "C", "C", "C", "C", "C", "C", "C", "C", "C", "C", "C", "C", "C", "C", "C", "H", "H", "H", "H", "H", "H", "H", "H", "H", "H", "H", "H", "H", "H", "H", "H", "H", "H", "H", "H", "H", "H", "H", "H", "H", "H", "H", "H", "H", "H", "H", "H", "H", "H", "H", "H", "H", "H", "H", "H", "H", "H", "H", "H", "H", "H"], "coordinates": [[-1.642, -5.473, -1.040], [0.125, -4.697, -0.092], [1.098, -2.245, 0.407], [0.769, 6.629, 2.026], [-3.210, -6.118, -4.704], [1.619, 0.627, -0.919], [-1.326, 2.172, 1.956], [2.811, -6.125, 1.920], [-3.450, -4.914, -5.430], [-1.092, 2.719, 3.255], [3.030, 0.735, 1.045], [-1.167, 4.236, 3.224], [-2.233, -4.003, -5.380], [2.787, 1.233, -0.371], [-0.159, -2.842, 0.161], [-0.820, -2.086, -0.974], [0.237, 2.231, 3.809], [0.668, 7.556, 0.944], [3.996, 1.010, -1.266], [-4.702, -4.216, -4.922], [-1.366, -0.731, -0.527], [1.724, -5.177, 2.194], [-0.697, 8.225, 0.936], [1.799, 8.570, 0.992], [0.363, -5.538, 1.560], [3.800, 1.380, -2.273], [3.875, 1.252, 1.503], [-2.033, -3.701, -4.348], [1.757, 9.249, 0.139], [1.730, 9.169, 1.905], [3.244, -0.337, 1.044], [0.401, 2.581, 4.829], [-0.743, -2.714, 1.079], [-2.252, -0.861, 0.096], [1.060, 2.594, 3.188], [-2.387, -3.101, -5.974], [-0.803, 8.895, 0.082], [-3.058, -5.869, -3.786], [0.773, 6.939, 0.050], [-0.833, 8.813, 1.848], [-1.611, -2.694, -1.417], [-2.133, 4.561, 2.834], [2.766, 8.067, 0.989], [0.681, 7.125, 2.848], [4.220, -0.058, -1.335], [-0.391, 4.646, 2.574], [1.761, -0.327, -0.929], [0.269, 1.141, 3.806], [2.636, -6.622, 1.056], [1.605, -5.101, 3.275], [-1.905, 2.318, 3.865], [-1.489, 7.478, 0.894], [2.550, 2.298, -0.346], [0.269, -6.622, 1.471], [-4.568, -3.917, -3.878], [-4.920, -3.320, -5.506], [-1.604, -0.103, -1.382], [-1.036, 4.658, 4.222], [-1.759, -6.571, -0.299], [-5.560, -4.885, -4.975], [-0.629, 2.489, 1.370], [-0.042, -1.927, -1.727], [2.838, -6.830, 2.644], [4.878, 1.517, -0.873], [2.146, 0.897, 1.662], [-0.451, -5.180, 2.198], [-3.612, -5.242, -6.458], [-0.615, -0.224, 0.080], [1.313, -4.930, -0.945], [-1.351, -4.523, -5.755], [2.053, -4.191, 1.851]], "mulliken_charge": [-0.311, 0.371, -0.266, -0.514, -0.526, -0.464, -0.507, -0.647, 0.355, 0.379, -1.023, -1.150, -0.861, 0.395, 0.255, -0.509, -1.224, 0.435, -1.456, -1.164, -1.291, -0.384, -1.293, -1.308, -0.805, 0.325, 0.443, 0.009, 0.382, 0.349, 0.297, 0.434, 0.241, 0.419, 0.238, 0.371, 0.389, 0.291, 0.244, 0.340, 0.341, 0.330, 0.323, 0.314, 0.334, 0.257, 0.276, 0.300, 0.231, 0.340, 0.270, 0.307, 0.325, 0.463, 0.257, 0.360, 0.386, 0.385, 0.093, 0.312, 0.325, 0.344, 0.260, 0.410, 0.106, 0.347, 0.287, 0.171, -0.161, 0.304, 0.141]}

# 6
{"formula": "C6H12O", "method": "the ωB97M-V functional and the def2-TZVPD basis", "orbital_gap_ev": 9.46, "multiplicity": 1, "max_force_ev_per_a": 1.36, "smiles": "COCC1(C)CC1", "de_lowest_kj_mol": 349.93, "total_energy_ev": -8460.7272, "elements": ["O", "C", "C", "C", "C", "C", "C", "H", "H", "H", "H", "H", "H", "H", "H", "H", "H", "H", "H"], "coordinates": [[1.487, 0.728, 0.516], [-0.869, 0.017, 0.239], [-1.680, -0.664, -0.883], [-1.769, -1.200, 0.467], [-1.106, 1.440, -0.346], [2.848, 0.369, 0.384], [0.623, -0.393, 0.461], [-2.704, -1.195, 1.012], [3.430, 1.295, 0.405], [-1.205, -2.131, 0.528], [0.795, -1.002, 1.377], [0.899, -1.038, -0.388], [-1.139, 1.420, -1.465], [-2.564, -0.108, -1.212], [-2.048, 1.895, -0.042], [3.035, -0.144, -0.573], [3.196, -0.285, 1.201], [-1.045, -1.007, -1.681], [-0.233, 2.019, -0.103]], "mulliken_charge": [-0.312, 0.996, -0.953, -0.531, -1.338, -0.708, -0.885, 0.273, 0.242, 0.228, 0.360, 0.357, 0.288, 0.303, 0.362, 0.319, 0.272, 0.338, 0.389]}